The following is a quantum chemistry calculation of C19H30FeNO2P2 as an isolated structure at a distorted geometry, from OMol25.

```
55
Properties=species:S:1:pos:R:3:forces:R:3:nbo_charge:R:1
C 0.421 -3.977 -2.114 0.116 -0.038 -0.073 -0.255
C -0.044 -2.758 -1.638 0.768 -0.119 -0.362 0.255
N 0.829 -1.854 -1.090 0.667 -2.108 -0.072 -0.567
C 2.142 -2.203 -0.867 -0.155 -0.336 -0.740 0.254
C 2.641 -3.421 -1.337 -0.268 -0.047 -0.203 -0.245
C 1.772 -4.305 -1.984 -0.114 0.061 0.437 -0.148
C -1.532 -2.451 -1.679 -0.114 0.387 -0.503 -0.790
P -1.790 -0.660 -1.208 -0.554 -0.021 0.010 0.996
Fe 0.208 -0.081 -0.609 0.389 0.972 1.351 0.539
P 2.005 0.093 0.676 1.014 -1.049 -0.521 1.084
C 3.053 -1.211 -0.162 0.189 -0.158 0.078 -0.775
O -2.417 -4.294 1.245 1.043 -0.557 -0.280 -0.941
O 0.033 -2.641 2.524 -2.315 0.179 -1.848 -0.946
H -0.286 -4.649 -2.609 0.308 0.138 0.278 0.225
H 3.708 -3.662 -1.240 -0.578 0.127 0.122 0.229
H 2.114 -5.289 -2.301 0.052 0.298 -0.125 0.223
C -2.289 0.062 -2.806 -0.242 -0.107 -0.365 -0.956
C -3.310 -0.650 -0.235 -0.525 0.030 0.140 -0.957
H 3.701 -1.731 0.569 -0.293 0.039 -0.394 0.240
H 3.740 -0.725 -0.886 -0.501 -0.208 0.227 0.257
H -2.015 -3.170 -1.014 -0.155 0.256 0.303 0.273
H -2.015 -2.632 -2.665 0.665 -0.021 0.357 0.249
C 3.004 1.568 0.512 0.432 0.481 0.152 -0.975
C 2.145 -0.448 2.400 0.010 0.005 0.385 -0.993
H -0.667 -2.367 1.814 2.009 -0.120 1.860 0.466
H -0.459 -2.552 3.352 0.047 -0.027 -0.072 0.484
H -1.525 -3.896 1.333 -0.641 -0.434 0.122 0.466
H -2.195 -5.236 1.075 -0.370 0.777 0.178 0.475
H -0.578 2.076 -1.946 0.066 0.112 0.173 0.206
H 0.092 0.451 0.919 -0.577 -0.067 0.495 -0.128
H -3.247 -0.391 -3.088 0.134 0.078 -0.185 0.219
H -2.400 1.159 -2.803 0.116 -0.530 0.314 0.263
H -1.525 -0.202 -3.548 -0.169 0.087 0.074 0.239
H -4.170 -0.806 -0.898 0.039 -0.046 0.217 0.224
H -3.255 -1.470 0.488 -0.103 0.155 -0.036 0.243
H -3.449 0.300 0.303 0.230 -0.295 -0.235 0.265
H 3.186 -0.694 2.656 -0.220 0.186 -0.086 0.223
H 1.791 0.363 3.047 0.036 -0.125 -0.059 0.247
H 1.506 -1.330 2.569 0.353 0.491 -0.177 0.286
H 3.801 1.609 1.263 -0.105 -0.007 -0.085 0.230
H 3.446 1.604 -0.487 -0.169 -0.011 0.119 0.250
H 2.334 2.420 0.621 0.069 0.126 0.035 0.284
C -0.186 1.698 -0.999 -0.352 0.502 -2.154 -0.892
C -0.024 2.387 0.123 -0.110 0.699 1.061 0.081
C -0.414 3.596 0.721 0.537 -1.297 0.033 -0.254
C 0.190 4.131 1.884 -0.236 0.387 -0.071 -0.201
C -0.078 5.445 2.224 0.202 -0.721 0.025 -0.225
C -0.975 6.202 1.448 -0.124 0.623 0.243 -0.289
C -1.628 5.639 0.346 -0.060 -0.217 -0.137 -0.209
C -1.360 4.333 -0.009 -0.372 0.782 -0.386 -0.220
H 0.871 3.473 2.428 -0.085 0.421 0.057 0.193
H 0.430 5.861 3.091 -0.232 0.149 -0.140 0.202
H -1.174 7.237 1.722 0.051 -0.197 -0.067 0.200
H -2.344 6.203 -0.255 0.205 0.039 0.315 0.202
H -1.812 3.848 -0.875 -0.008 0.277 0.210 0.195
```
Positions in Å, forces in eV/Å.

Output
Energy above the lowest of the compared OMol25 structures with the same formula, charge and spin in kcal per mole: 27.42
E_LUMO (alpha / beta) in eV: 0.01 / -0.26
Multiplicity: 6
HOMO energy (alpha / beta) in eV: -2.8791 / -6.9935
Orbital gap (alpha / beta) in eV: 2.886 / 6.732